C25H26NOP in the gas phase. Source: the Open Molecules 2025 dataset; level of theory: ωB97M-V/def2-TZVPD.

Results
Energy relative to the best compared isomer or geometry (same formula, charge and spin): 0.00 kJ/mol
LUMO: 0.690 eV
Gap between HOMO and LUMO: 9.47 eV
Molar mass: 387.5 g mol⁻¹
E_tot: -1439.6208 Ha

Each atom is followed by the atoms it is bonded to, with distances in Å.
Cartesian coordinates (Å):
1 C 0.4023 4.6711 -2.2753  C2 1.323, H53 1.076, H54 1.077
2 C 1.2912 4.5465 -1.3031  C1 1.323, C3 1.482, H52 1.082
3 C 2.0759 3.3320 -0.9801  C2 1.482, C4 1.511, C5 1.515, C48 1.514
4 C 2.4854 2.4077 -2.1031  C3 1.511, C5 1.496, H46 1.081, H47 1.080
5 C 1.3987 1.9895 -1.1642  C3 1.515, C4 1.496, C6 1.514, H45 1.083
6 C 1.6067 0.8428 -0.1977  C5 1.514, N7 1.466, C33 1.510, H44 1.100
7 N 1.0341 -0.4018 -0.7184  C6 1.466, P8 1.693, H32 1.013
8 P -0.6435 -0.6087 -0.6299  N7 1.693, O9 1.471, C10 1.825, C21 1.813
9 O -1.4872 0.5569 -0.9373  P8 1.471
10 C -0.8819 -1.9791 -1.8111  P8 1.825, C11 1.386, C15 1.389
11 C -1.2798 -3.2565 -1.4512  C10 1.386, C12 1.385, H20 1.080
12 C -1.4852 -4.2144 -2.4302  C11 1.385, C13 1.385, H19 1.080
13 C -1.3013 -3.8979 -3.7657  C12 1.385, C14 1.386, H18 1.080
14 C -0.9204 -2.6159 -4.1294  C13 1.386, C15 1.382, H17 1.080
15 C -0.7161 -1.6594 -3.1527  C10 1.389, C14 1.382, H16 1.082
16 H -0.4411 -0.6472 -3.4194  C15 1.082
17 H -0.7885 -2.3646 -5.1717  C14 1.080
18 H -1.4632 -4.6484 -4.5255  C13 1.080
19 H -1.7936 -5.2109 -2.1493  C12 1.080
20 H -1.4299 -3.5009 -0.4095  C11 1.080
21 C -0.9126 -1.2986 1.0253  P8 1.813, C22 1.388, C26 1.385
22 C -0.0969 -2.3044 1.5259  C21 1.388, C23 1.382, H31 1.081
23 C -0.3333 -2.8123 2.7888  C22 1.382, C24 1.387, H30 1.081
24 C -1.3824 -2.3186 3.5498  C23 1.387, C25 1.384, H29 1.080
25 C -2.1983 -1.3191 3.0477  C24 1.384, C26 1.384, H28 1.080
26 C -1.9651 -0.8108 1.7818  C21 1.385, C25 1.384, H27 1.080
27 H -2.5825 -0.0287 1.3650  C26 1.080
28 H -3.0143 -0.9364 3.6428  C25 1.080
29 H -1.5622 -2.7160 4.5382  C24 1.080
30 H 0.2993 -3.5937 3.1851  C23 1.081
31 H 0.7218 -2.6692 0.9224  C22 1.081
32 H 1.4096 -0.6366 -1.6298  N7 1.013
33 C 1.0045 1.0822 1.1666  C6 1.510, C34 1.391, C38 1.388
34 C 1.4706 0.3306 2.2397  C33 1.391, C35 1.382, H43 1.081
35 C 0.9189 0.4764 3.4981  C34 1.382, C36 1.384, H42 1.080
36 C -0.1062 1.3842 3.7012  C35 1.384, C37 1.383, H41 1.080
37 C -0.5630 2.1488 2.6428  C36 1.383, C38 1.385, H40 1.080
38 C -0.0117 2.0027 1.3811  C33 1.388, C37 1.385, H39 1.077
39 H -0.3783 2.6077 0.5684  C38 1.077
40 H -1.3572 2.8645 2.7970  C37 1.080
41 H -0.5428 1.4976 4.6828  C36 1.080
42 H 1.2870 -0.1199 4.3203  C35 1.080
43 H 2.2703 -0.3793 2.0814  C34 1.081
44 H 2.6837 0.6535 -0.0741  C6 1.100
45 H 0.3856 2.0185 -1.5462  C5 1.083
46 H 3.4466 1.9198 -2.0185  C4 1.081
47 H 2.2260 2.6844 -3.1140  C4 1.080
48 C 3.0348 3.5286 0.1750  C3 1.514, H49 1.089, H50 1.089, H51 1.086
49 H 2.4854 3.7022 1.0994  C48 1.089
50 H 3.6739 4.3900 -0.0158  C48 1.089
51 H 3.6715 2.6603 0.3183  C48 1.086
52 H 1.4865 5.3908 -0.6545  C2 1.082
53 H -0.1284 5.5937 -2.4343  C1 1.076
54 H 0.1578 3.8677 -2.9495  C1 1.077